# 1
DFT (ωB97M-V/def2-TZVPD) results for a molecular structure, C20H23BrGe2NNiO4S2.

Element x y z (Å)
Ni -1.372 0.506 -1.448
O -0.896 6.168 -3.620
C -0.913 4.902 -3.177
C -0.108 3.896 -3.709
C -0.203 2.629 -3.179
N -1.027 2.323 -2.168
C -1.795 3.297 -1.686
Br -2.922 2.759 -0.282
C -1.787 4.598 -2.138
H -0.262 6.270 -4.340
H 0.576 4.093 -4.523
H 0.390 1.812 -3.567
H -2.427 5.355 -1.711
O -0.333 -4.315 -2.011
S -1.700 -3.989 -1.776
O -2.252 -4.265 -0.484
O -2.599 -3.928 -2.881
S -1.491 -1.537 -1.699
C 2.795 1.093 -1.171
Ge 1.532 0.945 0.328
C 0.839 2.765 0.610
C 2.567 0.526 1.949
Ge -0.111 -0.901 0.107
C -1.400 -0.762 1.591
C -2.567 -1.528 1.583
C -3.479 -1.446 2.624
C -3.248 -0.586 3.690
C -2.101 0.190 3.708
C -1.188 0.101 2.666
C 0.993 -2.504 0.355
C 2.368 -2.473 0.143
C 3.160 -3.588 0.383
C 2.580 -4.754 0.856
C 1.214 -4.793 1.090
C 0.431 -3.677 0.845
H 3.576 1.801 -0.889
H 2.301 1.475 -2.067
H 3.267 0.145 -1.428
H 1.700 3.401 0.828
H 0.153 2.819 1.455
H 0.341 3.170 -0.265
H 3.331 1.297 2.077
H 3.055 -0.444 1.873
H 1.939 0.515 2.840
H -2.772 -2.193 0.755
H -4.373 -2.056 2.601
H -3.962 -0.520 4.501
H -1.914 0.866 4.534
H -0.296 0.721 2.705
H 2.843 -1.570 -0.233
H 4.227 -3.543 0.202
H 3.192 -5.628 1.042
H 0.749 -5.700 1.455
H -0.623 -3.731 1.050

Forces on atoms 1 to 2 (eV/Å):
-0.4712 1.1779 -0.3522
-0.0068 0.0089 0.0037

## Properties
multiplicity	2
E_HOMO (spin up / spin down)	-8.433 / -8.192	eV
ΔE to the lowest compared entry with this formula, charge and spin	1.312	eV
electronic energy	-10164.1659	Ha
gap between HOMO and LUMO (spin up / spin down)	0.2972 / 0.2882	hartree

These are the Mulliken partial charges, in e, on atoms 1 to 5: atom 1 (Ni): -0.490, atom 2 (O): -0.512, atom 3 (C): 0.971, atom 4 (C): -0.672, atom 5 (C): -0.621

# 2
DFT (ωB97M-V/def2-TZVPD) results for a molecular structure, C20H41N2OP3Sn.

Element x y z (Å)
Sn 1.176 -1.468 0.836
P 2.280 0.923 -0.153
P -0.471 0.214 2.613
P -2.140 2.266 -0.179
H 1.321 -3.541 -1.028
C 1.047 -2.473 -1.105
C 2.159 -1.540 -1.310
H 3.191 -1.894 -1.278
C 4.125 1.016 -0.205
C 1.731 2.132 1.080
C 1.754 1.708 -1.735
C -1.738 -1.034 3.023
C 0.760 -0.171 3.910
C -1.229 1.684 3.445
C -2.725 2.644 -1.898
C -2.795 3.794 0.592
C -3.415 0.996 0.258
H 0.153 -2.246 -1.664
H 2.012 -0.733 -2.021
H 4.537 0.102 -0.669
H 4.519 1.098 0.821
H 4.450 1.893 -0.797
H 1.959 1.773 2.096
H 0.636 2.279 0.974
H 2.246 3.101 0.912
H 1.787 1.006 -2.577
H 2.431 2.555 -1.973
H 0.726 2.098 -1.649
H -2.031 -0.873 4.064
H -1.323 -2.039 2.900
H -2.603 -0.920 2.358
H 0.222 -0.197 4.866
H 1.535 0.613 3.944
H 1.248 -1.136 3.730
H -1.443 1.372 4.472
H -2.153 1.995 2.939
H -0.510 2.515 3.439
H -3.357 3.550 -1.889
H -3.312 1.803 -2.332
H -1.831 2.829 -2.507
H -3.702 4.119 0.089
H -2.030 4.568 0.470
H -2.993 3.652 1.656
H -4.327 1.176 -0.315
H -3.643 1.015 1.328
H -3.012 0.007 0.005
C -1.542 -0.414 -3.567
C -2.193 -1.538 -2.988
C -3.120 -2.230 -3.763
C -3.472 -1.808 -5.031
C -2.690 -0.830 -5.650
C -1.672 -0.188 -4.943
O -0.869 0.501 -2.783
H -0.349 0.050 -2.072
H -1.956 -1.835 -1.956
H -3.612 -3.098 -3.319
H -4.321 -2.276 -5.551
H -2.808 -0.616 -6.710
H -1.040 0.549 -5.424
N 4.128 -4.087 2.719
C 4.530 -2.913 3.377
C 3.721 -1.941 2.879
N 2.828 -2.483 1.946
C 3.113 -3.769 1.883
H 4.502 -5.016 2.852
H 5.300 -2.876 4.142
H 3.700 -0.906 3.136
H 2.598 -4.509 1.291

Forces on atoms 1 to 2 (eV/Å):
0.0218 0.8375 1.7903
1.0336 1.0913 -0.0019

## Properties
multiplicity	1
charge	+4
E_HOMO (spin up / spin down)	-18.680 / -19.198	eV
ΔE to the lowest compared entry with this formula, charge and spin	0.257	eV
electronic energy	-2208.1315	Ha
gap between HOMO and LUMO (spin up / spin down)	0.1533 / 0.1713	hartree

These are the Mulliken partial charges, in e, on atoms 1 to 5: atom 1 (Sn): 0.825, atom 2 (P): 1.058, atom 3 (P): 0.458, atom 4 (P): 0.787, atom 5 (H): 0.489

# 3
DFT (ωB97M-V/def2-TZVPD) results for 2 unconnected molecules or ions with the total composition C6H12N3O2.

Element x y z (Å)
C -0.035 -1.171 -2.523
C -0.492 -0.684 -1.392
C 0.560 2.225 -0.237
C 2.062 0.476 0.983
C -1.115 -1.526 1.571
C 1.223 0.733 -0.295
N -2.011 0.476 0.836
N 0.217 -0.363 -0.386
N -0.911 -0.145 1.283
O -0.672 2.449 -0.251
O 1.456 3.030 -0.284
H -0.593 -1.251 -3.451
H 0.947 -0.929 -2.752
H -1.565 -0.594 -1.242
H 1.426 0.531 1.769
H 2.421 -0.615 0.866
H 2.904 1.044 1.148
H -1.065 -1.639 2.673
H -2.143 -1.902 1.175
H -0.227 -2.126 1.153
H 1.695 0.766 -1.219
H -1.561 1.354 0.346
H -2.522 -0.138 0.229

Forces on atoms 1 to 2 (eV/Å):
-0.5789 -0.0065 -2.9125
-2.2544 -0.3377 -0.6778

## Properties
multiplicity	1
charge	-1
E_HOMO (spin up / spin down)	-3.562 / -3.560	eV
ΔE to the lowest compared entry with this formula, charge and spin	1.792	eV
electronic energy	-550.4521	Ha
gap between HOMO and LUMO (spin up / spin down)	0.2679 / 0.2678	hartree

These are the Mulliken partial charges, in e, on atoms 1 to 5: atom 1 (C): -1.016, atom 2 (C): 0.098, atom 3 (C): 0.473, atom 4 (C): -1.660, atom 5 (C): -0.771

# 4
DFT (ωB97M-V/def2-TZVPD) results for a molecular structure, C37H36BrF4FeN2PS2Si.

Element x y z (Å)
Fe -0.209 -0.846 -0.335
F -3.632 -2.815 5.685
C -3.096 -2.104 4.697
C -3.182 -0.722 4.710
F -3.798 -0.109 5.717
C -2.623 0.006 3.676
F -2.727 1.333 3.749
C -1.961 -0.594 2.611
P -1.291 0.349 1.155
C -2.821 1.281 0.770
C -3.038 2.590 1.189
C -4.224 3.237 0.872
C -5.210 2.577 0.154
C -5.008 1.263 -0.245
C -3.820 0.618 0.062
C -0.204 1.538 2.034
C 0.190 1.328 3.354
C 1.064 2.199 3.987
C 1.557 3.302 3.308
C 1.166 3.525 1.996
C 0.296 2.653 1.362
C -1.899 -1.991 2.624
Br -1.069 -2.969 1.229
C -2.454 -2.738 3.648
F -2.395 -4.072 3.649
H -2.283 3.112 1.759
H -4.378 4.259 1.193
H -6.136 3.083 -0.090
H -5.773 0.740 -0.804
H -3.662 -0.399 -0.265
H -0.187 0.481 3.913
H 1.355 2.014 5.013
H 2.238 3.984 3.799
H 1.542 4.385 1.455
H 0.012 2.821 0.334
C 4.711 -1.299 -3.072
Si 5.228 -1.119 -1.286
C 6.371 -2.544 -0.838
C 6.147 0.504 -1.064
C 3.821 -1.112 -0.020
C 4.185 -1.077 1.318
C 3.241 -1.051 2.344
C 1.914 -1.002 1.981
N 1.528 -0.995 0.707
C 2.435 -1.108 -0.289
S 1.635 -1.265 -1.808
H 5.610 -1.313 -3.696
H 4.077 -0.474 -3.396
H 4.157 -2.222 -3.243
H 7.225 -2.579 -1.519
H 5.846 -3.498 -0.911
H 6.762 -2.456 0.177
H 7.032 0.548 -1.702
H 6.472 0.642 -0.031
H 5.503 1.346 -1.324
H 5.237 -1.085 1.585
H 3.529 -1.058 3.385
H 1.126 -0.968 2.721
C -0.644 4.322 -1.768
C -0.915 3.098 -2.653
C -2.390 3.097 -3.079
C -0.014 3.150 -3.893
C -0.640 1.868 -1.893
C -0.449 0.861 -1.241
H -0.868 5.240 -2.316
H 0.404 4.355 -1.463
H -1.267 4.294 -0.872
H -2.618 3.997 -3.655
H -3.040 3.068 -2.202
H -2.609 2.223 -3.693
H -0.221 4.053 -4.473
H -0.187 2.280 -4.526
H 1.038 3.153 -3.604
S -2.014 -1.723 -2.179
C -1.839 -3.405 -2.220
N -2.892 -4.185 -1.842
C -2.899 -5.540 -1.824
C -1.793 -6.226 -2.209
C -0.668 -5.482 -2.625
C -0.690 -4.115 -2.634
H -3.712 -3.675 -1.540
H -3.814 -6.004 -1.490
H -1.786 -7.305 -2.194
H 0.225 -6.000 -2.947
H 0.172 -3.536 -2.945

Forces on atoms 1 to 2 (eV/Å):
-0.1155 0.3118 -0.5759
0.0291 0.0415 -0.0534

## Properties
multiplicity	1
E_HOMO (spin up / spin down)	-6.981 / -6.955	eV
ΔE to the lowest compared entry with this formula, charge and spin	1.188	eV
electronic energy	-7205.4118	Ha
gap between HOMO and LUMO (spin up / spin down)	0.2471 / 0.2463	hartree

These are the Mulliken partial charges, in e, on atoms 1 to 5: atom 1 (Fe): -0.667, atom 2 (F): -0.295, atom 3 (C): 0.498, atom 4 (C): 0.414, atom 5 (F): -0.299

> Which of these has the highest multiplicity?

C20H23BrGe2NNiO4S2